77
Properties=species:S:1:pos:R:3:forces:R:3 method="wB97M-V/def2-TZVPD" homo_lumo_gap_ev=7.1 mol_weight_g_mol=736.51 smiles="NP(O)[C@@H]1OC(=O)O[C@@H]1N=C=S.O=C1OCCO1.O=C1OCCO1.O=C1OCCO1.O=C1OCCO1.O=C1OCCO1.O=C1OCCO1" lumo_ha=-0.0311
N 3.363 2.305 -3.144 2.54 1.03 0.72
P 4.016 0.938 -2.171 -2.42 -0.89 -0.16
O 3.984 -0.452 -3.228 -0.22 1.31 1.25
C 5.834 1.392 -1.810 2.48 1.14 -0.80
O 6.913 0.562 -2.403 2.40 2.68 0.62
C 8.124 1.276 -1.876 1.88 1.24 -2.06
O 9.136 1.827 -2.546 -7.15 -4.26 5.09
O 7.829 1.246 -0.410 -0.21 1.93 -3.21
C 6.370 1.547 -0.270 -0.47 0.30 -0.12
N 5.865 0.615 0.814 4.16 3.49 6.32
C 6.462 1.115 1.978 -1.76 -0.01 -2.67
S 7.123 1.955 3.342 -2.28 -3.16 -4.58
H 4.151 2.901 -3.528 -1.25 -0.89 0.22
H 2.815 2.976 -2.535 0.76 -1.48 -0.68
H 3.129 -0.993 -3.090 1.74 1.71 0.11
H 6.059 2.473 -2.253 -0.85 -1.86 0.94
H 6.092 2.612 0.130 1.22 -1.68 -1.14
C 8.844 -2.947 1.897 1.08 -0.01 -0.24
C 7.768 -2.202 1.175 0.19 0.84 -0.79
O 6.587 -2.877 1.565 0.00 -0.64 0.89
C 6.854 -3.488 2.756 -1.81 -1.01 1.35
O 6.013 -4.018 3.463 1.89 1.15 -1.55
O 8.185 -3.429 3.053 -0.95 -0.08 0.06
H 9.684 -2.303 2.170 -0.16 -0.18 0.12
H 9.220 -3.799 1.323 -0.04 0.05 0.05
H 7.698 -1.156 1.491 0.05 -0.21 -0.09
H 7.894 -2.238 0.089 -0.22 0.01 0.17
C 1.540 -4.015 -1.775 0.15 -0.94 -0.74
C 0.651 -3.885 -0.581 -0.77 -0.67 0.39
O 1.199 -2.782 0.114 0.55 0.57 -0.52
C 1.879 -2.033 -0.802 0.88 2.44 0.72
O 2.333 -0.922 -0.584 -1.24 -2.80 -0.48
O 1.985 -2.689 -1.995 -0.04 0.64 0.67
H 1.007 -4.395 -2.651 0.17 0.21 0.05
H 2.409 -4.652 -1.583 -0.07 0.07 0.01
H -0.384 -3.653 -0.853 0.09 0.00 -0.01
H 0.661 -4.782 0.045 0.04 0.26 0.04
C -1.671 0.736 -1.863 -0.91 -0.31 0.91
C -1.483 2.078 -2.493 -0.76 0.80 0.00
O -0.114 2.081 -2.850 0.55 -0.83 -0.10
C 0.268 0.776 -2.971 2.20 -0.88 -0.89
O 1.337 0.411 -3.431 -2.80 0.60 0.99
O -0.703 -0.067 -2.512 0.89 0.40 -0.60
H -2.676 0.337 -2.024 0.25 -0.06 0.00
H -1.460 0.745 -0.789 -0.06 0.00 -0.14
H -2.085 2.202 -3.400 0.06 0.00 0.05
H -1.707 2.896 -1.804 0.20 -0.07 -0.15
C -5.178 2.911 0.045 -1.01 0.31 -0.28
C -4.484 3.983 0.820 -0.35 1.08 -0.03
O -3.583 3.262 1.638 0.44 -1.16 -0.24
C -3.354 2.067 1.018 1.27 -1.31 0.71
O -2.497 1.268 1.358 -1.64 1.57 -0.70
O -4.207 1.884 -0.031 1.28 -0.19 0.69
H -5.470 3.243 -0.955 0.11 -0.26 0.22
H -6.062 2.524 0.564 0.50 0.18 -0.05
H -3.913 4.662 0.177 0.01 -0.03 0.06
H -5.176 4.570 1.430 0.23 -0.16 0.02
C -4.718 -1.221 5.070 0.29 -0.79 0.72
C -3.884 -0.674 3.957 1.23 -0.20 -0.19
O -4.834 -0.051 3.114 -1.04 0.27 0.34
C -5.917 0.248 3.890 -1.81 1.39 -0.72
O -6.853 0.942 3.529 2.05 -1.51 0.74
O -5.815 -0.328 5.123 -0.26 0.59 -0.78
H -4.182 -1.235 6.023 -0.24 0.08 -0.10
H -5.091 -2.228 4.857 0.02 0.08 0.01
H -3.168 0.080 4.302 -0.07 -0.07 -0.07
H -3.343 -1.457 3.418 -0.14 0.26 -0.07
C -8.515 -0.501 -1.761 0.11 -0.95 -0.68
C -9.404 -0.372 -0.567 -0.79 -0.74 0.37
O -8.856 0.732 0.129 0.71 0.78 -0.58
C -8.175 1.480 -0.788 0.54 1.93 0.50
O -7.721 2.591 -0.570 -1.65 -2.43 -0.78
O -8.070 0.824 -1.980 0.02 0.77 0.74
H -9.048 -0.881 -2.637 0.18 0.21 0.06
H -7.646 -1.139 -1.569 -0.07 0.07 0.00
H -10.439 -0.140 -0.839 0.10 0.00 0.02
H -9.393 -1.269 0.059 0.03 0.28 0.04